[1]
Entry from the OMol25 dataset: a molecular structure, C45H70BN3O5STc at a distorted geometry (ωB97M-V/def2-TZVPD).

Calculated values
* net charge: -1
* highest occupied orbital energy (alpha / beta): -0.142 / -0.126 Ha
* calculated total energy: -76223.37440 eV
* multiplicity: 3
* Kohn-Sham gap (alpha / beta): 6.282 / 5.830 eV

Positions of all 126 atoms, in Å:
Tc1 -0.4253 0.8600 0.7936
S1 -1.3049 3.1442 1.3385
O1 -2.1807 0.0055 0.7362
O2 1.2658 1.8387 0.9864
O3 0.9198 -0.6787 0.2047
O4 -1.6834 1.9973 -1.8389
O5 0.5040 1.5316 -2.0605
N1 1.3541 3.1407 1.1880
N2 -0.5482 -1.7788 2.1847
N3 -1.1263 0.6620 3.7696
C1 0.7270 -2.2063 2.7381
C2 1.9466 -1.4977 2.1948
C3 -2.6420 -1.0277 0.0886
C4 -4.8932 0.5682 1.0074
C5 -2.1590 -3.1582 -0.9510
C6 5.9174 0.6778 3.3754
C7 0.2171 3.9159 1.3488
C8 -2.4032 2.2453 -4.1273
C9 -3.1122 -2.9355 -1.9323
C10 6.6519 -1.6920 3.0115
C11 -1.2136 4.0686 -2.9119
C12 -4.9341 0.0659 -0.4372
C13 -0.8778 -2.6549 1.0712
C14 1.6313 5.8701 1.5782
C15 -4.7434 1.2472 -1.3932
C16 1.1266 2.7613 -4.0325
C17 4.2881 -1.0086 2.5627
C18 0.1285 1.2460 4.1901
C19 -1.3135 -0.6873 4.2845
C20 3.5042 0.9170 -1.4615
C21 3.0640 -1.4818 3.0088
C22 3.5404 -0.5807 -1.1528
C23 5.1815 -1.1044 4.9313
C24 -3.1554 -3.6971 -3.2479
C25 2.7572 5.0488 1.4326
C26 -2.8313 -2.6885 -4.3623
C27 4.3793 -0.7417 1.1989
C28 -3.8477 -0.9787 -0.6718
C29 -4.0047 -1.8933 -1.6965
C30 -1.3167 2.5496 -3.0985
C31 -6.3284 -0.5450 -0.6662
C32 2.5917 3.7075 1.2362
C33 0.0712 1.8762 -3.3708
C34 0.3752 5.2851 1.5374
C35 -0.0655 0.5671 -4.1608
C36 -1.5965 -1.7138 3.1796
C37 -2.1051 -4.8105 -3.3057
C38 -2.2455 1.5134 4.1074
C39 4.9036 -1.1510 -1.5804
C40 2.4742 -1.3111 -1.9725
C41 -4.5372 -4.3139 -3.5018
C42 -1.9381 -2.2521 0.0709
C43 1.9886 -0.9545 0.8815
C44 5.4927 -0.7948 3.4642
C45 3.3010 -0.7784 0.3384
B1 -0.5676 1.4903 -1.2065
H1 6.9289 -1.4764 1.9836
H2 0.2052 2.2528 3.7834
H3 -2.1097 2.6132 -5.1090
H4 -0.9110 4.5630 -3.8318
H5 6.0545 -0.8951 5.5480
H6 3.7192 1.0952 -2.5150
H7 -4.8064 -4.9847 -2.6886
H8 -5.3013 -3.5451 -3.5777
H9 1.4935 -0.9074 -1.7419
H10 -7.0884 0.1284 -0.2738
H11 -0.5228 5.8700 1.6513
H12 6.1690 0.9497 2.3545
H13 2.9551 -1.8559 4.0175
H14 -1.8320 -2.2877 -4.2104
H15 -1.1778 -3.6476 1.4770
H16 5.3446 -0.4775 0.7947
H17 5.7301 -0.5072 -1.2873
H18 0.7298 -2.0954 3.8261
H19 -1.1129 -4.3988 -3.1383
H20 -2.1875 4.4374 -2.6031
H21 -5.4766 2.0246 -1.1826
H22 2.0201 2.1676 -4.2006
H23 -4.9723 -0.2708 1.6973
H24 -5.7212 1.2506 1.1965
H25 4.3577 -0.4872 5.2833
H26 0.7726 3.1384 -4.9881
H27 -2.1183 -5.2829 -4.2876
H28 -2.8725 -3.1663 -5.3409
H29 0.0461 -2.7955 0.5090
H30 -2.3671 1.6301 5.2017
H31 -1.7647 -2.7025 3.6638
H32 4.9170 -2.1514 5.0607
H33 -2.1028 2.4967 3.6647
H34 -1.5322 -4.0382 -0.9780
H35 -2.6010 1.1803 -4.1804
H36 2.5161 1.3043 -1.2309
H37 -3.9580 1.0870 1.1938
H38 -4.8685 0.9211 -2.4243
H39 2.4809 -2.3738 -1.7294
H40 -6.5383 -0.6923 -1.7230
H41 -0.8033 -0.0680 -3.6765
H42 -0.4283 -0.9872 4.8565
H43 0.8675 -3.2926 2.5539
H44 -2.1569 -0.7147 4.9913
H45 1.3915 3.5901 -3.3868
H46 7.5267 -1.5388 3.6425
H47 3.7540 5.4586 1.4749
H48 -3.3172 2.7446 -3.8182
H49 -2.3050 -5.5725 -2.5555
H50 5.0621 -2.1361 -1.1463
H51 0.2122 1.3202 5.2909
H52 -2.5131 -1.4247 2.6667
H53 2.6726 -1.1970 -3.0384
H54 3.4055 3.0090 1.1191
H55 -3.5318 -1.8579 -4.3484
H56 -3.1549 1.0860 3.6919
H57 0.8903 0.0476 -4.1377
H58 -0.3461 0.7533 -5.1963
H59 5.1016 1.3194 3.7017
H60 6.3584 -2.7379 3.0700
H61 6.7845 0.8649 4.0077
H62 -6.4211 -1.5033 -0.1599
H63 1.7439 6.9302 1.7412
H64 4.9293 -1.2443 -2.6656
H65 -3.7437 1.6543 -1.2761
H66 -4.8428 -1.7694 -2.3645
H67 4.2462 1.4447 -0.8616
H68 0.9590 0.6533 3.8085
H69 -0.5085 4.2951 -2.1163
H70 -4.5322 -4.8818 -4.4325

[2]
Entry from the OMol25 dataset: 3 unconnected molecules or ions with the total composition C34H58N7O5 (ωB97M-V/def2-TZVPD).

Calculated values
* net charge: +1
* highest occupied orbital energy: -0.411 Ha
* calculated total energy: -56855.25512 eV
* Kohn-Sham gap: 9.453 eV

Positions of all 104 atoms, in Å:
O1 5.3238 -1.7022 -2.2587
O2 5.7409 -1.8165 -4.3660
O3 7.6545 -1.7941 2.5823
O4 -8.4125 -0.2856 -2.6106
O5 -7.0355 -1.3473 -3.8781
N1 -2.5122 0.7872 0.6751
N2 -0.1866 -5.0802 -2.2232
N3 -2.1309 -3.9002 -1.5782
N4 6.0325 -1.9876 -3.2041
N5 -0.1707 -2.6886 -1.7199
N6 -4.8618 0.5150 0.4019
N7 -7.7060 -0.3776 -3.5932
C1 -5.9315 -0.1274 -0.0777
C2 0.1403 -2.0260 0.6015
C3 7.1378 -3.0872 2.3682
C4 -7.6651 0.7960 -4.5088
C5 0.3494 2.4879 -1.0868
C6 7.3656 -2.5889 -2.9227
C7 2.5075 2.0941 0.1891
C8 0.8238 -2.6301 -0.6266
C9 -2.8993 1.7247 1.8052
C10 -4.0820 1.4246 5.3488
C11 -3.0831 2.4441 -1.1036
C12 -0.8904 -3.9199 -1.8268
C13 -4.5159 0.1157 5.4626
C14 -4.4356 -0.7158 4.3739
C15 -0.7815 2.5186 -0.0533
C16 6.8349 -0.7580 2.0832
C17 -3.5761 1.8858 4.1491
C18 1.6515 3.1030 -0.5702
C19 6.7080 0.7333 -0.0083
C20 6.7872 -0.6974 0.5517
C21 -3.4426 -1.1000 -0.6675
C22 -0.2997 -0.5828 0.3343
C23 -5.8233 -1.2667 -0.8584
C24 -3.4970 1.0616 3.0411
C25 4.9496 2.5723 -0.3658
C26 -3.9112 3.2773 -0.1184
C27 -3.9326 -0.2526 3.1713
C28 5.3588 1.1141 -0.6443
C29 3.8371 2.6790 0.6801
C30 -1.9640 1.6297 -0.4666
C31 -3.6863 0.0188 0.1143
C32 -3.7081 2.9747 1.3787
C33 -1.4945 -0.2216 1.2140
C34 -4.5602 -1.7603 -1.1612
H1 1.4117 3.9207 0.1180
H2 -0.0582 -5.7321 -1.4606
H3 -8.6797 0.9703 -4.8531
H4 -4.1356 2.0990 6.1927
H5 -0.5344 -0.5385 -0.7231
H6 6.9506 1.4332 0.7943
H7 8.1122 -1.9305 -3.3559
H8 -1.1253 3.5509 0.0438
H9 7.4874 0.8504 -0.7632
H10 -4.9654 3.1401 -0.3479
H11 -4.4336 -2.6470 -1.7656
H12 1.2023 -3.6220 -0.3628
H13 -4.7699 -1.7406 4.4529
H14 -0.3646 2.2268 0.9130
H15 -6.9027 0.2836 0.1658
H16 -0.7516 -2.6367 0.7770
H17 0.7172 -4.8639 -2.6216
H18 7.4789 -2.6761 -1.8489
H19 7.4835 -3.7300 3.1764
H20 6.0426 -3.0868 2.3687
H21 5.9389 -1.2824 0.1928
H22 -2.0528 -1.1252 1.4290
H23 -3.7147 1.8096 -1.7218
H24 -1.9311 2.0834 2.1503
H25 7.2542 0.1649 2.4840
H26 1.6648 -2.0275 -0.9686
H27 -6.9973 0.5623 -5.3285
H28 -2.5250 -4.8268 -1.7381
H29 -1.1418 0.1404 2.1785
H30 3.6744 3.7233 0.9602
H31 4.1559 2.1580 1.5876
H32 1.9348 1.7383 1.0542
H33 -2.5588 3.1129 -1.7910
H34 2.2045 3.5380 -1.4033
H35 7.6844 -1.2032 0.1866
H36 -3.9036 -0.9394 2.3408
H37 5.8248 -0.8719 2.4998
H38 -3.7066 4.3333 -0.2922
H39 7.4860 -3.5113 1.4203
H40 4.5980 0.4246 -0.2739
H41 -4.6883 2.8873 1.8408
H42 7.3904 -3.5569 -3.4133
H43 0.5306 1.4460 -1.3591
H44 -3.2280 3.8372 1.8422
H45 -2.4538 -1.4861 -0.8853
H46 0.0241 2.9972 -1.9966
H47 0.5291 0.0906 0.5477
H48 -3.2397 2.9138 4.0858
H49 5.4290 0.9613 -1.7214
H50 0.2853 -2.4944 -2.6049
H51 2.6974 1.2182 -0.4360
H52 -4.9132 -0.2443 6.4010
H53 -1.6239 0.9533 -1.2464
H54 -7.3149 1.6441 -3.9285
H55 -6.7092 -1.7589 -1.2323
H56 0.7726 -2.1179 1.4854
H57 5.8207 3.1152 0.0063
H58 4.6304 3.0793 -1.2790

[3]
Entry from the OMol25 dataset: a molecular structure, C23H25N8O4Pt (ωB97M-V/def2-TZVPD).

Calculated values
* net charge: +1
* highest occupied orbital energy (alpha / beta): -0.385 / -0.434 Ha
* calculated total energy: -47610.81305 eV
* multiplicity: 3
* Kohn-Sham gap (alpha / beta): 7.881 / 8.311 eV

Positions of all 61 atoms, in Å:
Pt1 -0.4557 0.0158 -0.6468
O1 2.8564 0.3112 0.3980
O2 0.8508 1.6291 -1.8472
O3 -1.5322 -0.5205 2.6425
O4 -2.2059 -2.6006 -1.3283
N1 -2.2754 1.3422 -1.0589
N2 3.0486 -1.7847 1.2065
N3 -6.5118 1.5775 1.0958
N4 -1.6252 -1.3625 0.5036
N5 0.2048 1.6919 2.6035
N6 1.9985 3.2294 -0.6870
N7 0.4483 1.7722 0.3290
N8 0.7682 -1.8441 -1.1509
C1 -2.2895 -2.3959 -0.1381
C2 0.5311 -2.3232 -2.3753
C3 1.2507 -2.6679 -0.2133
C4 0.7407 2.2567 1.5412
C5 -1.9204 -1.3517 1.8327
C6 -2.8202 -2.5190 2.1943
C7 -3.2080 3.3470 -1.9589
C8 -4.3573 3.1739 -1.2097
C9 2.2371 3.7986 0.5292
C10 -5.6021 1.8033 0.4335
C11 -3.1116 -3.1932 0.8576
C12 1.1909 -4.5115 -1.7463
C13 -4.4438 2.0578 -0.3873
C14 5.0726 -0.4968 0.8244
C15 1.4553 -4.0106 -0.4803
C16 1.6373 -2.0966 1.1267
C17 2.7002 3.6781 -1.8937
C18 -3.3828 1.1668 -0.3431
C19 1.0989 2.2042 -0.7732
C20 3.5692 -0.5976 0.7931
C21 1.6427 3.3640 1.6508
C22 -2.1906 2.4158 -1.8551
C23 0.7343 -3.6458 -2.7214
H1 -1.2798 2.5038 -2.4318
H2 3.6852 -2.5151 1.4782
H3 -5.1734 3.8825 -1.2550
H4 -4.1591 -3.1319 0.5629
H5 -0.3728 0.8418 2.5227
H6 -3.4258 0.2903 0.2874
H7 2.1483 4.4755 -2.3884
H8 0.1517 -1.6129 -3.0992
H9 1.3421 -5.5607 -1.9642
H10 0.5133 -3.9801 -3.7247
H11 0.4064 2.0627 3.5155
H12 2.9578 4.6048 0.5339
H13 -2.8275 -4.2430 0.8082
H14 -3.7025 -2.1457 2.7124
H15 1.0624 -1.2005 1.3580
H16 5.4660 -0.8148 -0.1425
H17 1.4247 -2.8393 1.8953
H18 1.8737 3.8022 2.6090
H19 -2.2866 -3.1592 2.8971
H20 2.8002 2.8355 -2.5693
H21 1.8322 -4.6580 0.3015
H22 5.5213 -1.1180 1.5992
H23 3.6861 4.0347 -1.6076
H24 -3.0974 4.1901 -2.6256
H25 5.3495 0.5419 0.9794

[4]
Entry from the OMol25 dataset: C2H3N2O2P in the gas phase at a distorted geometry (ωB97M-V/def2-TZVPD).

Calculated values
* highest occupied orbital energy (alpha / beta): -0.293 / -0.291 Ha
* calculated total energy: -18482.39336 eV
* Kohn-Sham gap (alpha / beta): 6.788 / 7.215 eV

Positions of all 10 atoms, in Å:
P1 0.9995 -1.7167 0.0722
O1 -1.5974 1.6926 0.0099
O2 -2.3429 -1.3491 -0.2838
N1 1.4833 -0.1156 0.3378
N2 0.4118 0.8156 0.1047
C1 -1.4969 -0.6578 0.0906
C2 -0.9263 0.6833 0.0264
H1 1.8704 0.2100 1.2641
H2 0.7047 1.7770 -0.2287
H3 0.8939 -1.3393 -1.3932

[5]
Entry from the OMol25 dataset: a gas-phase ion, C9H15N2O3S (charge +1) at a distorted geometry (ωB97M-V/def2-TZVPD).

Calculated values
* net charge: +1
* highest occupied orbital energy (alpha / beta): -0.469 / -0.469 Ha
* calculated total energy: -29521.23164 eV
* Kohn-Sham gap (alpha / beta): 9.152 / 9.152 eV

Positions of all 30 atoms, in Å:
S1 0.5680 1.0434 -0.1332
O1 2.1649 -1.9656 -2.3360
O2 0.8165 2.0001 -1.1093
O3 -0.1528 1.3496 1.0442
N1 -2.2073 0.3146 -0.1848
N2 2.1392 0.4786 0.3625
C1 2.2696 -0.4314 1.5023
C2 -0.0670 -0.4587 -0.8432
C3 -2.4974 1.4760 -1.0251
C4 -1.3428 -0.7157 -0.7204
C5 2.7488 -0.1170 -0.7675
C6 -3.3771 -0.3447 0.4621
C7 3.4506 0.7528 -1.8063
C8 4.2372 -0.0281 -0.7909
C9 2.1720 -1.1805 -1.5035
H1 4.9381 -0.8950 -0.9762
H2 3.2340 0.5279 -2.8169
H3 3.4513 1.8028 -1.6362
H4 -1.4538 1.7726 -1.5066
H5 -1.7981 -1.7268 -0.9023
H6 1.2806 -0.2020 2.1434
H7 -3.9935 -0.6959 -0.3128
H8 4.6154 0.6396 -0.0656
H9 2.2074 -1.5287 1.2134
H10 3.2235 -0.1336 2.1412
H11 -3.0272 1.1112 -1.9725
H12 -3.0659 2.2131 -0.5049
H13 -1.6267 0.6070 0.5599
H14 -3.6882 0.3145 1.1907
H15 -3.1544 -1.2350 1.0790

[6]
Entry from the OMol25 dataset: a gas-phase ion, C8H9N2O (charge +1) at a distorted geometry (ωB97M-V/def2-TZVPD).

Calculated values
* net charge: +1
* highest occupied orbital energy (alpha / beta): -0.473 / -0.473 Ha
* calculated total energy: -13456.33750 eV
* Kohn-Sham gap (alpha / beta): 7.835 / 7.836 eV

Positions of all 20 atoms, in Å:
O1 1.0226 3.3318 -1.0461
N1 0.7880 0.0900 -2.0012
N2 1.2268 2.1409 -1.1643
C1 0.2285 1.3599 -1.6554
C2 -0.4689 1.1167 1.6073
C3 0.0669 -1.0875 -1.4166
C4 -0.0815 -0.7859 0.0455
C5 -0.2839 0.4841 0.4234
C6 -0.6223 -1.2971 2.2840
C7 -0.4870 -1.7593 0.9943
C8 -0.5772 0.1007 2.6160
H1 0.6282 -2.0368 -1.3993
H2 -0.6046 1.7790 -2.0837
H3 -0.5516 2.1197 2.0086
H4 -0.4936 -2.7421 0.7452
H5 -0.8138 -2.1371 2.9919
H6 1.8320 0.1235 -1.8299
H7 -1.0374 -1.2919 -1.7433
H8 -0.5773 0.5948 3.5762
H9 0.8062 -0.1032 -2.9526